A molecular structure, C17H24CeN9O6S4, computed with ωB97M-V with the def2-TZVPD basis set.

Cartesian coordinates (Å):
Ce1 0.3312 -0.1250 -0.2451
S1 1.2646 -4.4813 1.9397
C1 1.0205 -3.0296 1.1321
S2 2.1050 -1.7074 1.3792
S3 -0.3553 -2.7716 0.1350
O1 2.0918 -0.2612 -1.6815
C2 2.3185 -0.7421 -2.7985
C3 1.3516 -1.2164 -3.7381
C4 1.7993 -1.7453 -4.9527
C5 0.9105 -2.2582 -5.8716
C6 -0.4721 -2.2831 -5.5875
C7 -0.9397 -1.7628 -4.4220
C8 -0.0681 -1.1801 -3.4441
O2 -0.5364 -0.6354 -2.3982
N1 1.3868 -2.7588 -7.1200
O3 0.5695 -3.1971 -7.9079
O4 2.5840 -2.7073 -7.3341
H1 3.3697 -0.8298 -3.1263
H2 2.8572 -1.7469 -5.1772
H3 -1.1422 -2.7145 -6.3170
H4 -1.9960 -1.7800 -4.1954
N2 1.1311 1.2429 1.8465
C9 0.2728 0.5817 2.8473
C10 0.1354 1.4317 4.1220
C11 -0.9232 0.9979 5.1416
C12 -0.8806 -0.4744 5.6030
N3 0.3669 -1.1677 5.3641
C13 0.5044 -2.2474 4.5722
N4 1.6497 -2.9214 4.5688
N5 -0.5169 -2.6947 3.8544
C14 -1.0899 0.2219 2.1518
O5 -1.8571 -0.5490 2.7247
O6 -1.2724 0.7522 1.0185
H5 2.1094 1.1899 2.1387
H6 0.8797 2.2322 1.7729
H7 0.7550 -0.3749 3.0850
H8 -0.1233 2.4509 3.8145
H9 1.1170 1.4743 4.6077
H10 -1.9108 1.1762 4.7143
H11 -0.8187 1.6609 6.0037
H12 -1.6632 -1.0130 5.0784
H13 -1.1063 -0.5164 6.6723
H14 1.1633 -0.8776 5.9094
H15 2.4547 -2.5772 5.0632
H16 1.7997 -3.5817 3.7800
H17 -1.2325 -2.0385 3.5273
H18 -0.3083 -3.4618 3.2134
C15 -3.0920 3.8859 -2.9839
C16 -1.6777 4.0409 -2.5937
N6 -0.9253 5.0684 -2.8091
N7 0.2830 4.7703 -2.2781
C17 0.3021 3.5386 -1.7198
S4 1.5391 2.7651 -0.9493
N8 -0.9745 3.0625 -1.9251
N9 -1.4017 1.8149 -1.5150
H19 -3.4242 4.7962 -3.4717
H20 -3.7109 3.7002 -2.1061
H21 -3.2073 3.0484 -3.6716
H22 1.0475 5.4244 -2.3330
H23 -1.7053 1.2306 -2.2989
H24 -2.1391 1.8704 -0.8093

Values from the calculation:
LUMO level (spin up / spin down) ... -0.28 / -0.30 eV
2S+1 ... 2
Energy ... -99986.601 eV
⟨S²⟩ ... 0.751
Energy above the lowest of the compared OMol25 structures with the same formula, charge and spin ... 11.6 kcal/mol

=====

6 unconnected molecules or ions with the total composition C17H24Cl12N2O5P2, computed with ωB97M-V with the def2-TZVPD basis set.

Cartesian coordinates (Å):
C1 5.2574 1.7583 -1.2320
C2 4.7845 2.0252 -2.7259
P1 3.2842 0.8921 -3.0404
C3 3.8508 -0.7476 -2.3075
C4 1.7874 1.5765 -2.1681
C5 1.3631 3.0206 -2.1815
O1 2.1741 3.9583 -2.8778
N1 2.4748 5.0443 -2.0601
O2 3.6217 5.2535 -1.9838
C6 0.1177 3.4510 -1.4913
P2 -0.5141 5.2252 -1.5233
O3 -1.9155 5.2931 -0.9478
C7 -0.7404 2.5156 -0.7171
C8 -0.3391 1.1180 -0.6902
C9 0.8915 0.6820 -1.4303
C10 0.8514 -0.8487 -1.1696
O4 1.1218 -1.8228 -1.8147
N2 0.2436 -0.9805 0.1506
C11 -0.9588 -0.1491 0.0046
O5 -2.0725 -0.3784 0.3617
H1 4.3755 1.4162 -0.6200
H2 5.8206 2.5960 -0.7561
H3 5.9608 0.8704 -1.2474
H4 4.5720 3.0928 -2.9733
H5 5.5759 1.6668 -3.4398
H6 4.9598 -0.8660 -2.4474
H7 3.3394 -1.5520 -2.9079
H8 3.5220 -0.8047 -1.2380
H9 -0.4477 5.6413 -2.8906
H10 0.3823 5.9935 -0.7084
H11 -1.6657 2.8499 -0.1901
H12 0.8243 -0.7809 0.9661
C12 5.7993 4.4609 1.9492
Cl1 5.1648 2.9859 2.6890
Cl2 4.9948 4.8067 0.4135
H13 5.6358 5.2938 2.6277
H14 6.8636 4.3346 1.7686
C13 -3.0391 3.6183 -4.3787
Cl3 -1.8451 2.7471 -5.3547
Cl4 -2.2574 4.6535 -3.1682
H15 -3.6454 4.2385 -5.0346
H16 -3.6692 2.8956 -3.8666
C14 1.2055 -4.0812 0.9393
Cl5 2.3961 -3.3563 2.0366
Cl6 1.4410 -5.8283 0.8053
H17 0.2095 -3.8893 1.3224
H18 1.3151 -3.6334 -0.0450
C15 -2.3028 -1.9392 3.6245
Cl7 -0.7574 -2.1676 2.7997
Cl8 -3.1564 -3.4740 3.8240
H19 -2.1188 -1.5082 4.6051
H20 -2.9199 -1.2661 3.0342
C16 -5.0064 -6.3911 4.6531
Cl9 -3.5884 -7.4206 4.8863
Cl10 -6.3914 -6.9911 5.5718
H21 -4.7706 -5.3849 4.9888
H22 -5.2629 -6.3774 3.5972
C17 -9.4204 -6.5314 2.7700
Cl11 -9.8043 -8.1752 3.2916
Cl12 -7.7536 -6.4123 2.1939
H23 -10.0921 -6.2519 1.9627
H24 -9.5508 -5.8554 3.6110

Values from the calculation:
LUMO level ... -1.13 eV
Energy ... -200075.418 eV

=====

A molecular structure, C17H24Cl2O5ReS, computed with ωB97M-V with the def2-TZVPD basis set.

Cartesian coordinates (Å):
C1 -0.6452 0.8790 -3.2280
C2 -1.4815 -0.2583 -2.9551
C3 -0.6336 -1.3878 -2.6938
C4 -2.9496 -0.3441 -3.2116
C5 0.7096 -0.9951 -2.9683
C6 0.7198 0.4167 -3.2341
C7 1.8984 1.2162 -3.6699
C8 -1.1262 2.2097 -3.6964
C9 -1.1059 -2.7884 -2.4744
C10 1.8577 -1.9445 -3.0600
Re1 -0.1739 0.2031 -1.2348
Cl1 -2.3974 0.5653 -0.4753
Cl2 0.2687 2.4054 -0.6027
O1 1.5406 -0.3377 -0.6866
H1 -3.4464 0.5976 -2.9727
H2 -3.4084 -1.1377 -2.6171
H3 -3.1332 -0.5680 -4.2709
H4 -1.9092 -2.8241 -1.7331
H5 -0.2904 -3.4221 -2.1189
H6 -1.4869 -3.2159 -3.4111
H7 1.7373 -2.7571 -2.3373
H8 2.7998 -1.4331 -2.8509
H9 1.9254 -2.3981 -4.0607
H10 2.8122 0.7917 -3.2421
H11 1.8364 2.2538 -3.3242
H12 1.9931 1.2091 -4.7666
H13 -1.9670 2.5491 -3.0889
H14 -1.4602 2.1452 -4.7391
H15 -0.3257 2.9453 -3.6272
H16 1.7208 -0.7389 0.2303
O2 2.8548 3.7968 -1.6608
H17 3.6281 4.1172 -1.1408
C11 -0.0953 0.8137 7.5950
C12 -0.0590 0.3842 6.1540
C13 0.0248 -0.9809 5.8603
C14 0.0735 -1.4240 4.5435
C15 0.0085 -0.4957 3.5056
C16 -0.0745 0.8735 3.7770
C17 -0.1198 1.3030 5.1028
S1 0.0478 -1.1375 1.8309
O3 1.4472 -1.5397 1.5972
O4 -0.9353 -2.1859 1.7265
O5 -0.2786 0.1043 1.0632
H18 -0.9634 0.3653 8.0994
H19 0.8085 0.4793 8.1258
H20 -0.1679 1.9026 7.6720
H21 0.0525 -1.7060 6.6729
H22 0.1671 -2.4771 4.2953
H23 -0.0963 1.6015 2.9729
H24 -0.2019 2.3688 5.3286

Values from the calculation:
LUMO level (spin up / spin down) ... 4.29 / 4.29 eV
Charge ... -2
2S+1 ... 4
Energy ... -66265.476 eV
⟨S²⟩ ... 3.767